{"formula": "C26H23ErIN4O4S", "method": "the ωB97M-V functional and the def2-TZVPD basis", "homo_energy_ev": [-10.807, -10.805], "homo_lumo_gap_ev": [7.67, 7.69], "spin_multiplicity": 4, "charge": 1, "species": ["Er", "C", "C", "N", "C", "C", "C", "O", "C", "C", "N", "C", "C", "C", "C", "C", "C", "I", "C", "O", "H", "H", "H", "H", "H", "H", "H", "H", "H", "H", "H", "H", "C", "C", "C", "C", "C", "C", "C", "S", "O", "O", "N", "C", "C", "C", "C", "C", "N", "H", "H", "H", "H", "H", "H", "H", "H", "H", "H", "H"], "xyz": [[-0.64, -0.14, -0.01], [1.22, 3.39, -1.87], [0.03, 3.71, -1.01], [-0.17, 4.96, -0.65], [-1.24, 5.28, 0.10], [-2.13, 4.37, 0.58], [-3.29, 4.83, 1.43], [-3.55, 4.01, 2.56], [-1.94, 3.00, 0.24], [-2.91, 2.01, 0.63], [-2.67, 0.73, 0.65], [-3.79, -0.13, 0.78], [-4.65, -0.08, 1.87], [-5.75, -0.92, 1.94], [-6.01, -1.83, 0.92], [-5.16, -1.90, -0.17], [-4.06, -1.06, -0.22], [-2.77, -1.15, -1.95], [-0.86, 2.66, -0.63], [-0.74, 1.47, -1.16], [1.64, 4.32, -2.25], [0.93, 2.73, -2.68], [1.98, 2.87, -1.28], [-1.34, 6.34, 0.32], [-4.20, 4.82, 0.83], [-3.12, 5.86, 1.73], [-2.99, 4.28, 3.29], [-3.91, 2.36, 0.87], [-4.44, 0.63, 2.66], [-6.41, -0.86, 2.80], [-6.88, -2.47, 0.97], [-5.36, -2.59, -0.98], [7.52, -1.82, -1.48], [6.10, -1.46, -1.12], [5.12, -1.38, -2.10], [3.81, -1.09, -1.77], [3.49, -0.89, -0.43], [4.45, -0.94, 0.57], [5.75, -1.23, 0.21], [1.82, -0.50, -0.05], [0.98, -0.87, -1.23], [1.63, 0.90, 0.28], [1.13, -1.25, 1.17], [0.62, -2.50, 0.82], [1.41, -3.63, 0.62], [0.80, -4.81, 0.23], [-0.58, -4.83, 0.07], [-1.29, -3.68, 0.29], [-0.72, -2.52, 0.64], [7.63, -1.93, -2.56], [7.80, -2.75, -1.00], [8.21, -1.05, -1.14], [5.37, -1.52, -3.14], [3.02, -1.04, -2.51], [4.18, -0.77, 1.60], [6.52, -1.27, 0.97], [2.48, -3.56, 0.77], [1.40, -5.69, 0.04], [-1.09, -5.74, -0.23], [-2.37, -3.66, 0.18]]}

{"formula": "C26H23F2N3O3S", "method": "the ωB97M-V functional and the def2-TZVPD basis", "e_above_lowest_kcal_mol": 40.71, "homo_energy_ev": -7.276, "homo_lumo_gap_ev": 6.87, "species": ["C", "O", "C", "C", "C", "C", "C", "C", "C", "C", "N", "C", "C", "C", "C", "C", "C", "C", "N", "C", "H", "H", "H", "H", "H", "H", "H", "H", "H", "H", "H", "H", "H", "H", "H", "H", "H", "H", "F", "C", "F", "S", "N", "C", "O", "C", "C", "C", "C", "C", "C", "C", "O", "H", "H", "H", "H", "H"], "xyz": [[-0.39, -1.08, -4.56], [-1.03, -0.95, -3.24], [-0.16, -0.43, -2.22], [0.89, 0.55, -2.75], [0.61, 1.79, -3.34], [1.69, 2.58, -3.81], [3.02, 2.10, -3.75], [3.26, 0.84, -3.22], [2.19, 0.07, -2.75], [-1.09, 0.17, -1.16], [-0.82, 1.16, -0.27], [0.46, 1.80, -0.05], [-2.03, 1.59, 0.34], [-3.02, 0.73, -0.11], [-4.25, 0.65, 0.54], [-4.46, 1.49, 1.65], [-3.48, 2.43, 2.03], [-2.25, 2.50, 1.38], [-2.42, -0.13, -1.06], [-3.16, -1.18, -1.72], [-0.79, -2.01, -5.01], [-0.74, -0.18, -5.12], [0.73, -1.14, -4.57], [-0.43, 2.15, -3.44], [1.53, 3.59, -4.25], [3.85, 2.69, -4.13], [4.25, 0.37, -3.17], [2.41, -0.93, -2.38], [0.46, 2.24, 0.95], [1.26, 1.06, -0.13], [0.60, 2.61, -0.79], [-4.99, -0.08, 0.21], [-5.38, 1.41, 2.22], [-3.68, 3.07, 2.88], [-1.46, 3.20, 1.62], [-4.12, -1.26, -1.21], [-3.30, -0.95, -2.78], [-2.63, -2.13, -1.62], [-1.26, -3.65, -1.43], [-0.66, -2.65, -0.68], [0.17, -3.18, 0.29], [0.67, -1.81, -1.60], [1.41, -0.99, 1.62], [2.45, -1.82, 2.04], [3.29, -2.44, 1.40], [2.42, -1.73, 3.55], [1.35, -0.93, 3.88], [1.20, -0.30, 5.11], [2.14, -0.61, 6.09], [3.19, -1.50, 5.82], [3.37, -2.05, 4.54], [0.61, -0.55, 2.64], [-0.45, 0.07, 2.65], [-1.46, -2.05, -0.24], [0.36, 0.40, 5.17], [2.03, -0.13, 7.06], [3.88, -1.76, 6.61], [4.20, -2.71, 4.26]]}

{"formula": "C26H23F8N7O2S3Yb", "method": "the ωB97M-V functional and the def2-TZVPD basis", "e_above_lowest_kcal_mol": 0.00, "homo_energy_ev": [-4.027, -4.025], "homo_lumo_gap_ev": [4.96, 4.86], "spin_multiplicity": 2, "charge": -1, "species": ["Yb", "C", "C", "N", "C", "S", "N", "N", "C", "C", "C", "C", "C", "C", "C", "N", "H", "H", "H", "H", "H", "H", "H", "H", "H", "H", "H", "H", "H", "F", "C", "F", "F", "C", "C", "C", "C", "N", "C", "S", "H", "H", "H", "F", "C", "C", "F", "C", "F", "C", "S", "C", "F", "C", "F", "C", "C", "N", "O", "C", "C", "N", "O", "H", "H", "H", "H", "H", "H", "H"], "xyz": [[-0.02, 0.46, 0.49], [-0.80, 3.55, -4.68], [0.32, 2.56, -4.89], [0.21, 1.25, -4.21], [0.71, 0.98, -2.96], [0.85, 2.29, -1.85], [1.05, -0.29, -2.75], [1.25, -0.70, -1.54], [1.74, -1.96, -1.42], [1.87, -2.83, -2.63], [2.13, -2.40, -0.11], [2.97, -3.52, 0.06], [3.17, -4.07, 1.35], [2.31, -3.64, 2.35], [1.48, -2.43, 2.13], [1.53, -1.79, 0.91], [-0.79, 4.17, -5.59], [-0.66, 4.16, -3.79], [-1.83, 3.09, -4.63], [1.35, 2.95, -4.68], [0.45, 2.42, -5.96], [-0.15, 0.50, -4.76], [1.15, -2.53, -3.39], [1.74, -3.90, -2.35], [2.92, -2.70, -3.02], [3.63, -3.78, -0.74], [3.93, -4.87, 1.46], [2.16, -4.21, 3.25], [-0.31, 0.12, 3.66], [-5.42, 2.08, -1.70], [-4.47, 2.99, -2.16], [-5.08, 4.18, -2.33], [-4.07, 2.59, -3.40], [-3.40, 3.13, -1.09], [-3.20, 4.32, -0.49], [-2.35, 4.43, 0.64], [-1.65, 3.29, 1.05], [-1.88, 2.17, 0.44], [-2.67, 1.99, -0.62], [-2.69, 0.46, -1.26], [-3.86, 5.16, -0.79], [-2.20, 5.40, 1.19], [-0.92, 3.26, 1.93], [-1.59, -6.49, 0.10], [-1.79, -5.27, 0.69], [-1.27, -4.17, 0.06], [-0.48, -4.38, -1.03], [-1.48, -2.92, 0.62], [-0.96, -1.79, 0.08], [-2.31, -2.77, 1.75], [-2.64, -1.21, 2.38], [-2.93, -3.91, 2.27], [-3.81, -3.79, 3.27], [-2.69, -5.18, 1.73], [-3.35, -6.27, 2.17], [3.47, 2.48, 2.98], [2.18, 1.83, 2.49], [1.76, 2.07, 1.30], [2.82, 2.63, 0.55], [1.35, 0.97, 3.35], [2.03, 0.34, 4.66], [0.08, 0.80, 3.01], [0.61, -2.14, 2.95], [3.36, 3.58, 2.89], [4.29, 2.21, 2.29], [3.60, 2.08, 3.95], [2.51, 2.48, -0.39], [1.48, -0.58, 4.98], [2.18, 1.08, 5.41], [3.03, 0.00, 4.37]]}

{"formula": "C26H23FN5O4Zr", "method": "the ωB97M-V functional and the def2-TZVPD basis", "e_above_lowest_kcal_mol": 0.25, "homo_energy_ev": -11.776, "homo_lumo_gap_ev": 8.34, "charge": 1, "species": ["Zr", "C", "N", "C", "C", "C", "C", "C", "C", "C", "C", "H", "H", "H", "H", "H", "H", "H", "H", "H", "H", "H", "H", "C", "C", "C", "C", "C", "C", "C", "F", "C", "C", "C", "O", "C", "C", "N", "C", "C", "O", "O", "H", "H", "H", "H", "H", "H", "H", "H", "H", "H", "H", "O", "N", "C", "C", "N", "C", "N"], "xyz": [[-1.89, 0.30, 0.32], [-2.16, -0.42, -2.83], [-2.81, 0.45, -1.82], [-2.53, 1.87, -2.16], [-4.28, 0.21, -1.82], [-4.88, 0.50, -0.47], [-6.21, 0.90, -0.36], [-6.77, 1.03, 0.90], [-6.02, 0.77, 2.04], [-4.68, 0.42, 1.92], [-4.08, 0.27, 0.66], [-2.58, -0.22, -3.82], [-2.33, -1.47, -2.58], [-1.09, -0.23, -2.85], [-2.82, 2.06, -3.20], [-1.47, 2.08, -2.05], [-3.11, 2.52, -1.50], [-4.45, -0.84, -2.07], [-4.74, 0.81, -2.62], [-6.80, 1.11, -1.24], [-7.81, 1.34, 1.00], [-6.47, 0.87, 3.02], [-4.10, 0.26, 2.82], [4.45, -2.95, 2.43], [4.70, -1.98, 1.29], [5.63, -2.55, 0.23], [6.04, -1.45, -0.73], [4.85, -0.63, -1.17], [4.96, 0.22, -2.25], [3.85, 0.93, -2.71], [4.02, 1.74, -3.76], [2.62, 0.80, -2.15], [2.48, -0.06, -1.06], [1.17, -0.27, -0.47], [0.15, 0.38, -0.86], [1.11, -1.23, 0.57], [2.24, -1.77, 1.12], [3.46, -1.53, 0.61], [3.59, -0.74, -0.53], [-0.29, -1.33, 1.05], [-0.70, -0.61, 2.00], [-1.15, -1.74, 0.21], [5.41, -3.18, 2.89], [4.02, -3.89, 2.08], [3.82, -2.53, 3.22], [5.16, -1.07, 1.69], [5.12, -3.37, -0.29], [6.51, -2.98, 0.72], [6.51, -1.88, -1.62], [6.78, -0.80, -0.27], [5.90, 0.33, -2.77], [1.76, 1.33, -2.54], [2.19, -2.40, 1.99], [-1.26, 2.25, 0.70], [-1.86, 1.97, 1.85], [-1.83, 2.79, 2.83], [-2.48, 2.39, 4.05], [-3.00, 2.08, 5.02], [-1.19, 4.07, 2.72], [-0.67, 5.09, 2.63]]}

{"formula": "C26H23N2OPPtSe", "method": "the ωB97M-V functional and the def2-TZVPD basis", "e_above_lowest_kcal_mol": 0.00, "homo_energy_ev": -14.285, "homo_lumo_gap_ev": 6.10, "charge": 2, "species": ["Pt", "C", "C", "C", "C", "C", "C", "P", "C", "C", "C", "C", "C", "C", "C", "C", "C", "C", "C", "C", "C", "C", "C", "C", "H", "H", "H", "H", "H", "H", "H", "H", "H", "H", "H", "H", "H", "H", "H", "H", "Se", "C", "N", "C", "N", "C", "C", "O", "H", "H", "H", "H", "H", "H", "H"], "xyz": [[0.48, 1.06, 0.06], [6.58, 1.25, -0.57], [5.78, 0.11, -0.60], [4.42, 0.21, -0.80], [3.84, 1.48, -0.96], [4.65, 2.63, -0.97], [6.01, 2.50, -0.77], [2.13, 1.60, -1.38], [1.47, 3.25, -1.25], [0.56, 3.70, -2.22], [-0.04, 4.94, -2.07], [0.25, 5.72, -0.95], [1.13, 5.26, 0.03], [1.73, 4.03, -0.11], [1.72, 0.79, -2.89], [2.40, 0.86, -4.09], [1.86, 0.20, -5.21], [0.69, -0.51, -5.11], [-0.01, -0.61, -3.88], [-1.19, -1.38, -3.71], [-1.79, -1.48, -2.48], [-1.23, -0.83, -1.35], [-0.12, -0.07, -1.51], [0.53, 0.05, -2.76], [7.64, 1.16, -0.42], [6.23, -0.87, -0.47], [3.81, -0.69, -0.86], [4.22, 3.60, -1.13], [6.63, 3.39, -0.78], [0.35, 3.10, -3.10], [-0.72, 5.31, -2.82], [-0.22, 6.69, -0.84], [1.35, 5.88, 0.89], [2.43, 3.67, 0.64], [3.33, 1.41, -4.17], [2.38, 0.25, -6.15], [0.29, -1.01, -5.98], [-1.62, -1.90, -4.56], [-2.68, -2.07, -2.35], [-1.70, -0.97, -0.38], [1.55, -0.79, 1.13], [0.21, -2.02, 1.14], [-0.65, -2.80, 1.17], [-3.19, 3.03, 2.40], [-2.08, 2.55, 3.23], [-2.23, 2.71, 4.68], [-1.05, 1.94, 2.72], [-0.92, 1.73, 1.48], [-3.49, 4.01, 2.75], [-4.04, 2.34, 2.50], [-2.88, 3.08, 1.36], [-3.05, 2.08, 5.03], [-2.45, 3.75, 4.91], [-1.31, 2.41, 5.18], [-0.29, 1.61, 3.43]]}

{"formula": "C26H23N4O3Ti", "method": "the ωB97M-V functional and the def2-TZVPD basis", "homo_energy_ev": [-2.096, -3.937], "homo_lumo_gap_ev": [4.81, 6.66], "spin_multiplicity": 3, "charge": -1, "species": ["Ti", "O", "C", "N", "C", "C", "C", "C", "C", "C", "N", "C", "C", "C", "C", "C", "N", "H", "H", "H", "H", "H", "H", "H", "H", "H", "H", "C", "O", "C", "O", "H", "H", "H", "C", "C", "C", "C", "C", "C", "N", "C", "C", "C", "C", "C", "C", "H", "H", "H", "H", "H", "H", "H", "H", "H", "H"], "xyz": [[-0.73, 0.21, 0.03], [-3.72, 2.23, -0.34], [-2.55, 2.04, 0.06], [-2.18, 1.09, 1.02], [-3.23, 0.13, 1.33], [-3.40, -0.83, 0.17], [-4.47, -1.69, 0.04], [-4.54, -2.54, -1.04], [-3.52, -2.50, -1.99], [-2.48, -1.62, -1.78], [-2.39, -0.82, -0.73], [-1.40, 2.82, -0.43], [-1.54, 4.12, -0.91], [-0.42, 4.86, -1.16], [0.86, 4.27, -0.91], [0.93, 2.97, -0.50], [-0.17, 2.20, -0.29], [-4.19, 0.62, 1.53], [-2.93, -0.44, 2.22], [-5.25, -1.68, 0.79], [-5.37, -3.23, -1.16], [-3.53, -3.13, -2.86], [-1.65, -1.59, -2.48], [-2.54, 4.52, -1.04], [-0.50, 5.88, -1.49], [1.77, 4.82, -1.06], [1.89, 2.48, -0.33], [0.53, -3.84, 0.42], [0.02, -2.59, -0.02], [-0.53, -1.69, 0.94], [-0.69, -2.11, 2.06], [1.59, -3.88, 0.20], [0.37, -3.97, 1.49], [0.02, -4.64, -0.12], [2.85, -0.21, -3.53], [1.48, -0.24, -3.27], [1.02, -0.20, -1.97], [1.90, -0.12, -0.85], [3.28, -0.07, -1.15], [3.72, -0.12, -2.46], [1.29, 0.00, 0.37], [1.91, -0.01, 1.62], [3.09, -0.71, 1.91], [3.61, -0.73, 3.21], [2.97, -0.07, 4.24], [1.78, 0.59, 3.96], [1.26, 0.62, 2.68], [3.21, -0.25, -4.55], [0.77, -0.29, -4.08], [-0.06, -0.20, -1.82], [3.99, 0.05, -0.35], [4.79, -0.07, -2.65], [3.59, -1.27, 1.14], [4.52, -1.29, 3.40], [3.38, -0.08, 5.25], [1.24, 1.10, 4.76], [0.32, 1.13, 2.50]]}

{"formula": "C26H24As2BiS4Sb", "method": "the ωB97M-V functional and the def2-TZVPD basis", "homo_energy_ev": -7.765, "homo_lumo_gap_ev": 6.52, "species": ["Bi", "S", "Sb", "S", "S", "S", "C", "C", "As", "C", "C", "C", "C", "C", "C", "C", "C", "C", "C", "C", "C", "As", "C", "C", "C", "C", "C", "C", "C", "C", "C", "C", "C", "C", "H", "H", "H", "H", "H", "H", "H", "H", "H", "H", "H", "H", "H", "H", "H", "H", "H", "H", "H", "H", "H", "H", "H", "H"], "xyz": [[-0.62, -1.05, 2.65], [3.12, -4.51, 2.78], [1.78, -3.17, 4.03], [-0.59, -3.43, 3.21], [1.77, -0.84, 3.05], [1.74, -2.91, 6.28], [-0.52, -0.11, -0.95], [0.49, 1.01, -0.76], [0.40, 1.81, 1.06], [1.11, 3.59, 0.64], [2.13, 4.08, 1.46], [2.68, 5.33, 1.22], [2.22, 6.10, 0.17], [1.20, 5.63, -0.65], [0.65, 4.38, -0.41], [-1.53, 2.27, 1.06], [-2.13, 2.31, 2.32], [-3.48, 2.60, 2.46], [-4.25, 2.85, 1.34], [-3.66, 2.82, 0.08], [-2.31, 2.54, -0.05], [0.01, -1.73, 0.05], [-1.26, -2.96, -0.78], [-0.88, -4.12, -1.44], [-1.83, -4.91, -2.07], [-3.17, -4.55, -2.02], [-3.56, -3.41, -1.33], [-2.61, -2.63, -0.71], [1.71, -2.20, -0.84], [2.84, -2.54, -0.10], [4.01, -2.91, -0.75], [4.05, -2.92, -2.14], [2.93, -2.57, -2.88], [1.77, -2.21, -2.23], [-0.65, -0.38, -2.01], [-1.51, 0.19, -0.57], [0.36, 1.80, -1.51], [1.51, 0.61, -0.90], [2.48, 3.46, 2.28], [3.46, 5.70, 1.87], [2.65, 7.07, -0.02], [0.83, 6.23, -1.47], [-0.15, 4.01, -1.04], [-1.53, 2.13, 3.20], [-3.92, 2.63, 3.44], [-5.30, 3.07, 1.44], [-4.26, 3.02, -0.80], [-1.89, 2.51, -1.05], [0.17, -4.39, -1.45], [-1.52, -5.81, -2.59], [-3.90, -5.15, -2.53], [-4.61, -3.14, -1.29], [-2.92, -1.74, -0.16], [2.83, -2.54, 0.98], [4.87, -3.18, -0.16], [4.96, -3.22, -2.65], [2.97, -2.57, -3.96], [0.88, -1.94, -2.80]]}

{"formula": "C26H24AsBaO6P", "method": "the ωB97M-V functional and the def2-TZVPD basis", "e_above_lowest_kcal_mol": 15.89, "homo_energy_ev": -6.973, "homo_lumo_gap_ev": 6.70, "species": ["Ba", "O", "C", "C", "O", "C", "C", "O", "C", "O", "O", "C", "As", "C", "C", "O", "H", "H", "H", "H", "H", "H", "H", "H", "H", "C", "C", "C", "C", "C", "C", "P", "C", "C", "C", "C", "C", "C", "C", "C", "C", "C", "C", "C", "H", "H", "H", "H", "H", "H", "H", "H", "H", "H", "H", "H", "H", "H", "H"], "xyz": [[0.04, 0.76, -2.37], [5.16, 0.38, -5.31], [4.23, 0.23, -4.57], [3.03, -0.69, -4.79], [2.83, -1.38, -5.76], [2.16, -0.57, -3.59], [2.75, 0.34, -2.68], [2.26, 0.69, -1.53], [3.98, 0.93, -3.25], [4.64, 1.82, -2.76], [1.06, -1.20, -3.43], [0.94, 3.19, 0.42], [-0.50, 3.92, -0.61], [-1.79, 4.64, 0.62], [0.20, 5.37, -1.64], [-1.18, 2.79, -1.58], [1.46, 3.96, 0.99], [1.65, 2.70, -0.25], [0.52, 2.46, 1.12], [-1.34, 5.40, 1.25], [-2.17, 3.82, 1.23], [-2.60, 5.08, 0.03], [0.51, 6.19, -0.99], [-0.59, 5.72, -2.32], [1.05, 5.02, -2.22], [-4.77, -3.15, 0.26], [-4.08, -2.95, -0.93], [-2.84, -2.34, -0.92], [-2.26, -1.92, 0.28], [-2.95, -2.13, 1.48], [-4.20, -2.74, 1.46], [-0.59, -1.18, 0.18], [-0.49, -0.11, 1.67], [0.72, 0.00, 2.37], [0.85, 0.89, 3.42], [-0.23, 1.69, 3.79], [-1.43, 1.60, 3.10], [-1.55, 0.71, 2.04], [0.53, -2.56, 0.55], [1.49, -2.88, -0.40], [2.35, -3.95, -0.18], [2.26, -4.68, 0.99], [1.30, -4.36, 1.95], [0.44, -3.30, 1.73], [-5.74, -3.62, 0.25], [-4.51, -3.27, -1.87], [-2.29, -2.19, -1.84], [-2.53, -1.82, 2.42], [-4.74, -2.89, 2.39], [1.56, -0.62, 2.08], [1.79, 0.97, 3.95], [-0.13, 2.39, 4.62], [-2.27, 2.21, 3.39], [-2.49, 0.64, 1.50], [1.55, -2.31, -1.32], [3.10, -4.20, -0.93], [2.93, -5.51, 1.16], [1.23, -4.94, 2.86], [-0.31, -3.05, 2.47]]}

no.,molecular weight (g mol⁻¹)
1,781.7
2,495.6
3,886.7
4,579.7
5,684.5
6,487.4
7,945.3
8,675.7